The following is a quantum chemistry calculation of a cluster of 9 separate species, C64H148BP4 in total in a non-equilibrium geometry, from OMol25.

```
217
Properties=species:S:1:pos:R:3:forces:R:3
B -0.567 -0.401 1.369 0.94 0.11 -0.42
H 1.932 0.369 -0.518 -1.03 -0.29 0.96
H -1.315 1.880 6.435 0.09 -0.23 -0.54
H -5.597 -11.751 0.131 0.02 0.01 0.00
H 9.806 -2.990 -0.012 -0.04 0.00 0.00
C 3.664 -6.239 7.746 -0.57 -0.56 -0.09
C 2.572 -5.192 7.756 -0.93 -0.30 -0.93
C 2.512 -4.351 6.444 0.81 -0.63 1.09
C 1.459 -3.264 6.543 0.68 -0.24 -0.55
P 1.034 -2.393 5.024 0.94 0.54 0.82
C -0.583 -1.630 5.190 0.76 0.55 0.49
C -1.495 -2.295 6.228 -0.37 0.67 -0.13
C -2.875 -1.598 6.242 -0.90 -0.94 1.10
C -3.500 -1.236 4.921 0.43 1.16 -0.62
C 2.347 -1.183 4.717 0.37 0.37 0.06
C 3.898 -1.605 4.686 -1.86 0.60 0.61
C 4.752 -0.571 3.921 -0.17 -0.26 0.36
C 4.563 -0.615 2.421 -1.18 0.60 -0.63
C 1.052 -3.374 3.557 -0.04 -1.64 -0.11
C -0.064 -4.441 3.332 0.41 0.46 -0.37
C 0.113 -5.069 1.953 -0.34 -1.40 0.34
C 1.313 -6.037 1.771 -0.12 1.54 -0.95
H 3.581 -6.994 6.929 -0.01 0.70 0.46
H 3.584 -6.772 8.687 0.22 -0.28 0.11
H 4.616 -5.763 7.720 0.96 0.18 -0.15
H 2.645 -4.572 8.657 0.11 0.14 -0.31
H 1.627 -5.744 7.844 -0.11 0.28 0.07
H 2.362 -5.004 5.601 -0.63 -0.54 -0.32
H 3.518 -4.033 6.256 0.62 0.91 0.02
H 1.690 -2.546 7.327 0.09 0.31 -0.06
H 0.608 -3.788 6.874 -1.44 -0.43 0.40
H -0.965 -1.606 4.172 -0.45 -0.14 -0.06
H -0.432 -0.578 5.449 -0.01 0.13 0.14
H -1.039 -2.310 7.252 -0.41 0.16 -0.97
H -1.683 -3.325 5.926 0.13 -0.22 0.08
H -3.017 -0.765 6.917 0.85 0.44 0.17
H -3.521 -2.350 6.713 -0.12 0.01 -0.12
H -3.349 -2.026 4.212 -0.41 -0.76 -0.52
H -2.999 -0.366 4.440 -0.19 -0.21 0.49
H -4.564 -0.963 5.025 0.45 -0.36 -0.05
H 2.131 -0.368 5.426 0.46 -0.19 0.04
H 2.047 -0.753 3.766 0.09 0.15 -0.46
H 3.992 -2.625 4.308 0.14 0.16 -0.37
H 4.186 -1.671 5.739 0.24 0.13 -0.15
H 5.775 -0.861 4.115 0.44 0.26 0.27
H 4.599 0.451 4.306 -0.05 -0.46 0.09
H 5.180 -1.374 1.989 0.25 -0.73 -0.34
H 4.839 0.313 1.891 -0.08 -0.19 0.47
H 3.501 -0.812 2.144 0.65 0.10 0.03
H 2.070 -3.820 3.548 -0.59 -0.02 -0.20
H 1.027 -2.680 2.727 0.05 0.42 -0.25
H -1.079 -4.004 3.333 0.46 0.14 0.37
H -0.024 -5.214 4.087 -0.02 -0.17 0.38
H 0.050 -4.249 1.222 0.39 -0.39 -0.17
H -0.735 -5.742 1.771 -0.31 0.49 -0.01
H 2.242 -5.520 1.976 0.41 -0.03 0.04
H 1.313 -6.279 0.703 0.26 -0.26 0.18
H 1.297 -6.957 2.337 -0.40 -0.05 0.30
C 1.647 1.505 -4.571 0.54 0.95 -0.73
C 1.172 2.081 -3.219 -0.47 -2.42 -0.04
C 2.271 2.422 -2.255 0.65 0.01 -1.02
C 3.086 3.663 -2.744 -1.51 -0.52 0.23
P 4.640 3.948 -1.925 -0.58 0.34 0.27
C 5.493 5.227 -2.803 1.25 -0.65 0.17
C 5.117 6.613 -2.393 0.66 1.13 -0.43
C 3.730 6.977 -2.825 -2.45 -0.17 2.33
C 3.432 6.952 -4.283 1.05 -2.12 -0.84
C 4.420 4.465 -0.194 0.23 -1.94 -0.10
C 3.867 3.280 0.645 -0.48 0.91 0.92
C 3.838 3.644 2.167 -0.66 -0.08 -0.17
C 5.183 3.876 2.865 -0.54 -0.44 -0.60
C 5.518 2.412 -2.140 0.55 -0.09 0.71
C 5.857 2.132 -3.601 -0.66 0.50 -0.84
C 6.844 0.987 -3.757 -0.29 -0.65 -0.60
C 6.114 -0.361 -3.877 0.42 0.31 0.57
H 0.862 1.320 -5.277 -1.01 -0.17 -0.01
H 2.298 0.615 -4.714 -0.17 0.54 1.12
H 2.134 2.344 -5.075 0.49 -0.13 -0.18
H 0.666 1.274 -2.647 -0.37 0.35 -0.45
H 0.462 2.875 -3.412 -0.16 0.35 0.00
H 2.763 1.452 -2.138 0.89 0.35 -0.16
H 1.848 2.500 -1.269 -0.16 0.74 0.38
H 2.380 4.494 -2.604 0.50 0.07 0.01
H 3.281 3.650 -3.833 0.02 -0.28 0.51
H 5.305 5.034 -3.839 -0.18 0.08 -0.79
H 6.557 4.968 -2.687 -0.05 0.42 0.17
H 5.785 7.348 -2.851 0.25 -0.24 -0.19
H 5.276 6.782 -1.335 -0.20 -0.13 0.30
H 3.470 7.947 -2.408 0.29 0.41 -0.14
H 2.990 6.347 -2.245 0.59 0.32 -0.60
H 3.498 5.901 -4.678 0.16 0.67 0.30
H 4.283 7.467 -4.736 -0.69 0.44 -0.70
H 2.422 7.204 -4.576 0.07 0.92 0.04
H 3.806 5.352 -0.140 -0.06 0.26 0.03
H 5.420 4.624 0.197 0.25 0.60 -0.10
H 4.469 2.395 0.480 0.31 -0.23 0.08
H 2.864 3.006 0.310 0.06 0.11 0.20
H 3.236 2.913 2.711 0.29 -0.55 -0.15
H 3.216 4.531 2.348 0.18 0.23 -0.50
H 5.843 2.996 2.755 -0.25 0.36 0.29
H 4.951 4.089 3.924 0.61 0.02 -0.50
H 5.658 4.718 2.355 0.24 0.07 0.57
H 4.857 1.647 -1.707 0.40 -0.05 -0.11
H 6.451 2.452 -1.556 -0.29 -0.02 0.04
H 6.237 3.015 -4.134 0.14 -0.01 0.49
H 4.901 1.941 -4.125 0.38 -0.32 0.04
H 7.563 1.029 -2.941 0.10 -0.16 0.01
H 7.394 1.075 -4.708 0.00 0.32 0.49
H 6.788 -1.202 -3.777 0.18 -0.14 -0.06
H 5.690 -0.375 -4.861 -0.42 -0.28 -0.56
H 5.314 -0.505 -3.154 -0.10 0.13 0.20
C 2.003 -2.007 -2.447 1.11 -0.50 -0.73
C 1.100 -2.670 -3.486 -0.67 1.03 0.57
C -0.325 -2.329 -3.056 -1.86 -2.20 -1.26
C -1.335 -3.176 -3.967 0.64 0.29 -0.73
P -3.135 -3.215 -3.654 1.31 -1.10 0.76
C -4.035 -3.884 -5.009 -0.97 -0.01 -0.74
C -4.109 -5.410 -5.166 1.10 -0.01 -0.22
C -4.933 -5.738 -6.418 1.08 -0.88 -0.10
C -4.169 -5.371 -7.705 -0.94 0.10 0.19
C -3.455 -4.241 -2.191 0.36 0.66 0.55
C -2.593 -5.504 -1.973 -0.11 0.25 -1.36
C -2.974 -6.340 -0.764 0.69 -1.07 -0.40
C -2.071 -7.613 -0.703 -0.09 0.91 0.15
C -3.744 -1.581 -3.321 -1.04 -0.51 0.45
C -3.832 -0.577 -4.462 0.23 -0.36 -1.56
C -2.515 0.151 -4.775 -0.01 -0.13 -0.04
C -2.576 1.280 -5.797 0.06 -0.51 -0.23
H 3.042 -2.250 -2.786 -0.53 0.66 0.67
H 1.845 -2.472 -1.457 0.10 0.31 -0.38
H 1.816 -0.917 -2.360 0.32 -0.69 -0.04
H 1.262 -3.752 -3.477 -0.07 0.08 -0.17
H 1.247 -2.269 -4.509 0.19 -0.32 0.48
H -0.602 -1.312 -3.261 0.28 0.73 0.44
H -0.509 -2.627 -2.017 0.15 0.38 0.00
H -0.929 -4.191 -4.070 -0.45 -0.09 0.32
H -1.239 -2.810 -5.010 -0.10 0.09 0.39
H -3.503 -3.467 -5.881 -0.59 -0.09 -0.02
H -5.078 -3.503 -4.976 0.63 0.25 -0.04
H -4.481 -5.967 -4.309 -0.22 0.39 0.28
H -3.038 -5.660 -5.242 -0.36 -0.75 -0.39
H -5.920 -5.312 -6.249 -0.07 0.52 -0.58
H -5.152 -6.811 -6.523 0.28 0.13 0.51
H -3.876 -4.341 -7.751 -0.30 0.87 -0.15
H -4.808 -5.608 -8.557 0.31 0.12 -0.13
H -3.211 -5.867 -7.801 -0.04 -0.73 0.15
H -4.532 -4.443 -2.209 0.10 -0.04 0.22
H -3.222 -3.530 -1.386 -0.41 -0.17 0.27
H -1.543 -5.184 -1.888 -0.18 -0.14 0.03
H -2.666 -6.083 -2.901 0.18 -0.23 0.23
H -4.014 -6.690 -0.809 0.14 0.44 0.15
H -2.783 -5.698 0.058 -0.30 0.45 1.31
H -2.366 -8.117 -1.600 0.47 -0.77 -0.61
H -2.242 -8.310 0.124 -0.28 0.44 0.03
H -0.989 -7.370 -0.696 -0.58 -0.08 -0.24
H -3.181 -1.275 -2.449 0.31 0.64 0.19
H -4.762 -1.790 -2.915 0.46 0.18 -0.31
H -4.665 0.071 -4.207 0.12 0.50 -0.17
H -4.108 -1.070 -5.442 -0.12 0.25 1.13
H -1.766 -0.586 -5.123 -0.38 0.23 0.12
H -2.127 0.555 -3.868 0.50 0.29 1.02
H -3.215 0.983 -6.608 -0.13 -0.12 -0.69
H -1.582 1.492 -6.175 0.14 -0.10 -0.21
H -2.958 2.229 -5.472 -0.39 0.34 0.70
C -4.514 -1.068 0.132 0.06 0.58 1.38
C -4.842 0.385 -0.238 -0.33 0.12 0.29
C -4.793 1.348 0.958 1.30 -0.06 0.40
C -3.294 1.527 1.469 -1.35 0.34 0.12
P -2.561 3.010 0.787 0.02 0.38 -0.56
C -2.403 2.894 -1.032 -0.25 0.56 -1.11
C -3.469 3.359 -2.120 0.38 -1.23 -0.23
C -3.628 4.886 -2.266 0.38 -0.73 -1.08
C -4.804 5.216 -3.206 0.97 1.30 0.55
C -3.409 4.563 1.294 0.71 -0.61 -1.65
C -3.599 4.727 2.773 -0.15 0.74 0.46
C -4.874 4.102 3.248 -0.28 -1.08 1.39
C -5.098 4.515 4.699 -1.33 1.53 0.00
C -0.837 2.818 1.262 1.03 -0.76 -0.17
C -0.439 3.235 2.660 -0.23 1.19 0.69
C -0.157 4.754 2.700 -0.82 0.37 -1.04
C 0.466 5.312 3.953 -0.31 -0.07 0.57
H -3.448 -1.128 0.359 0.18 -0.20 -0.08
H -4.733 -1.788 -0.627 -0.23 -0.28 -0.56
H -5.009 -1.404 1.065 -0.03 0.27 -0.51
H -5.821 0.500 -0.709 0.00 -0.25 0.00
H -4.105 0.719 -0.957 0.14 0.12 -0.47
H -5.396 0.953 1.767 -0.15 0.00 0.18
H -5.186 2.348 0.718 -0.09 -0.43 -0.08
H -2.662 0.708 1.116 -0.10 -0.06 0.09
H -3.164 1.620 2.573 -0.26 -0.23 -0.66
H -2.121 1.841 -1.146 -0.06 0.00 -0.26
H -1.491 3.457 -1.281 -0.05 -0.09 0.27
H -4.435 2.902 -1.883 -0.07 0.09 0.06
H -3.180 2.869 -3.135 -0.26 0.90 1.68
H -2.738 5.247 -2.793 0.18 0.20 0.54
H -3.696 5.332 -1.282 -0.14 0.32 0.03
H -4.926 6.314 -3.348 -0.29 -0.60 0.84
H -5.689 4.727 -2.812 -0.37 0.10 -0.64
H -4.486 4.995 -4.215 -0.43 -1.04 -0.32
H -4.401 4.498 0.793 0.55 0.18 0.16
H -2.808 5.312 0.718 -0.50 -0.17 0.78
H -3.620 5.756 3.089 -0.35 0.91 -0.60
H -2.778 4.448 3.405 0.56 -0.94 0.00
H -4.782 3.016 3.300 -0.09 -0.22 -0.58
H -5.731 4.368 2.623 0.09 -0.02 0.03
H -4.214 4.364 5.324 -0.19 -0.04 -0.06
H -6.007 4.110 5.187 0.69 -0.32 -0.38
H -5.352 5.597 4.640 0.52 -0.39 0.46
H -0.184 3.306 0.525 -0.19 -0.07 0.06
H -0.630 1.714 1.132 -0.22 0.92 -0.13
H 0.418 2.685 3.053 0.01 -0.12 -0.28
H -1.267 3.025 3.349 0.31 -0.12 0.17
H -1.098 5.290 2.417 0.40 -0.30 0.72
H 0.444 5.090 1.851 0.55 -0.55 -0.20
H -0.174 5.138 4.829 0.32 -0.14 -0.11
H 0.552 6.392 3.856 0.19 0.09 0.01
H 1.467 4.887 4.132 -0.39 0.11 0.03
```
Positions in Å, forces in eV/Å.

Computed properties:
highest occupied orbital energy	-10.57	eV
calculated total energy	-3915.87467	hartree
net charge	+3
HOMO-LUMO gap	0.8	eV
maximum force	3.4	eV/A